(1)
22
Properties=species:S:1:pos:R:3:lowdin_charge:R:1 method="wB97M-V/def2-TZVPD" orbital_gap_ev=10.63 total_charge=0 e_lumo_ev=0.766 de_lowest_kj_mol=0.0 smiles=C[C@@H](Cl)[C@@H](Cl)[C@H]1CCOC1 e_tot_ha=-1269.53281
C 2.49860 -0.85320 0.00105 -0.14
C 1.78578 0.29924 0.65713 -0.75
Cl 3.02410 1.48044 1.25511 0.60
C 0.80172 1.05772 -0.21299 -0.68
Cl 1.49439 1.46228 -1.81109 0.66
C -0.51348 0.32367 -0.42711 -0.35
C -0.99586 -0.72131 0.56837 -0.14
C -2.33945 -1.05962 -0.10578 -0.17
O -2.77716 0.15945 -0.74012 -0.13
C -1.78321 1.15128 -0.48150 -0.17
H 2.94524 -0.58650 -0.94670 0.05
H 1.81083 -1.67875 -0.17183 0.08
H 3.26006 -1.22808 0.67431 0.07
H 1.29600 -0.04955 1.55479 0.09
H 0.59218 2.00108 0.27826 0.09
H -0.50015 -0.20620 -1.38047 0.14
H -0.34584 -1.57719 0.71708 0.11
H -1.21080 -0.30667 1.55307 0.12
H -2.11685 -1.76662 -0.90374 0.12
H -3.11871 -1.40398 0.56178 0.12
H -1.99514 1.51589 0.52977 0.13
H -1.81227 1.98660 -1.16940 0.13

---

(2)
23
Properties=species:S:1:pos:R:3:lowdin_charge:R:1 method="wB97M-V/def2-TZVPD" orbital_gap_ev=8.25 total_charge=0 e_lumo_ev=-0.512 de_lowest_kj_mol=55.0 e_tot_ha=-1667.58721
C 0.13110 3.32297 0.46870 -0.70
C -0.14125 -1.51521 -2.25002 -0.11
C -0.07723 1.86092 0.52047 -0.28
C -0.31053 -0.79809 -0.90977 -0.25
C 0.98463 1.27934 -0.37941 -0.22
C 1.01815 -0.26847 -0.20975 -0.17
C -1.92130 1.75758 3.01703 -1.09
O 0.82290 4.07298 1.09592 0.08
S -2.60157 0.25027 3.36673 0.73
Cl -1.18236 3.90100 -0.73850 0.55
Cl -1.37787 2.69888 4.24975 0.59
H 0.35197 -0.90078 -2.92361 0.03
H 0.35143 -2.55007 -2.25243 0.10
H -1.21364 -1.55131 -2.66778 0.10
H 0.23684 1.62462 1.64342 0.15
H -1.04460 1.62689 0.22011 0.04
H -0.78089 -1.52344 -0.29683 0.08
H -0.92307 0.17164 -0.85545 0.11
H 2.03919 1.57495 -0.13435 0.14
H 0.81733 1.42086 -1.36004 0.07
H 1.89118 -0.74284 -0.59721 0.09
H 0.93552 -0.37966 0.88155 0.10
H -2.60585 -0.03725 2.06870 -0.14

---

Copy entry 1 word for word.
22
Properties=species:S:1:pos:R:3:lowdin_charge:R:1 method="wB97M-V/def2-TZVPD" orbital_gap_ev=10.63 total_charge=0 e_lumo_ev=0.766 de_lowest_kj_mol=0.0 smiles=C[C@@H](Cl)[C@@H](Cl)[C@H]1CCOC1 e_tot_ha=-1269.53281
C 2.49860 -0.85320 0.00105 -0.14
C 1.78578 0.29924 0.65713 -0.75
Cl 3.02410 1.48044 1.25511 0.60
C 0.80172 1.05772 -0.21299 -0.68
Cl 1.49439 1.46228 -1.81109 0.66
C -0.51348 0.32367 -0.42711 -0.35
C -0.99586 -0.72131 0.56837 -0.14
C -2.33945 -1.05962 -0.10578 -0.17
O -2.77716 0.15945 -0.74012 -0.13
C -1.78321 1.15128 -0.48150 -0.17
H 2.94524 -0.58650 -0.94670 0.05
H 1.81083 -1.67875 -0.17183 0.08
H 3.26006 -1.22808 0.67431 0.07
H 1.29600 -0.04955 1.55479 0.09
H 0.59218 2.00108 0.27826 0.09
H -0.50015 -0.20620 -1.38047 0.14
H -0.34584 -1.57719 0.71708 0.11
H -1.21080 -0.30667 1.55307 0.12
H -2.11685 -1.76662 -0.90374 0.12
H -3.11871 -1.40398 0.56178 0.12
H -1.99514 1.51589 0.52977 0.13
H -1.81227 1.98660 -1.16940 0.13